1.
Computed, not measured: a molecular structure, C7H5Cl3MoNS4SbSi, with ωB97M-V with the def2-TZVPD basis set.

CARTESIAN COORDINATES (ANGSTROEM)
Mo (-0.00522, 0.36763, 1.12212)
S (1.75848, -0.21686, 5.76928)
Sb (-0.24325, -0.64728, 4.96804)
S (-1.00860, 1.79976, 2.15038)
S (0.23796, -1.38586, 2.37369)
S (-2.44188, -0.76061, 5.06749)
Cl (-3.84908, 0.17116, 0.30786)
Si (-2.04854, -0.65006, 0.33162)
Cl (-0.63373, 0.40186, -1.12286)
Cl (-1.98214, -2.45397, -0.48819)
N (1.97612, 0.90102, 0.53692)
C (3.02771, 1.24733, 0.19926)
C (4.29226, 1.65237, -0.21348)
C (4.45166, 2.92235, -0.80072)
C (5.70571, 3.30546, -1.22088)
C (6.78799, 2.44491, -1.06433)
C (6.62840, 1.19053, -0.48357)
C (5.38593, 0.78109, -0.05271)
H (3.60081, 3.57892, -0.92050)
H (5.84774, 4.27555, -1.67574)
H (7.76784, 2.75529, -1.40098)
H (7.48011, 0.53445, -0.37328)
H (5.24538, -0.19273, 0.39555)

Calculated values
net charge	+2
HOMO energy	-15.494	eV
largest force on an atom	0.0414	hartree/bohr
gap between HOMO and LUMO	6.3	eV
ΔE to the lowest compared entry with this formula, charge and spin	0.000	eV

These are the natural (NBO) partial charges, in e, on atoms 1 to 4: number 1, Mo, carries 0.223; number 2, S, carries -0.304; number 3, Sb, carries 1.338; number 4, S, carries 0.298

2.
Computed, not measured: a gas-phase ion, C7H5F2INO2 (charge -1), with ωB97M-V with the def2-TZVPD basis set.

CARTESIAN COORDINATES (ANGSTROEM)
C (1.64373, -1.04231, -0.10958)
C (1.01737, -1.32156, -1.44634)
C (1.30343, 0.04431, 0.47842)
C (-2.04226, 1.21844, 0.57042)
C (-1.31924, -0.72255, -1.11064)
C (-1.20570, 0.67704, -0.61483)
C (1.41056, 0.69862, 1.75617)
N (-0.17743, -1.26963, -1.84551)
O (-1.83346, 0.76547, 1.68836)
O (-2.86105, 2.03811, 0.11033)
F (2.26263, 0.01011, 2.67480)
F (2.04561, 1.95148, 1.71410)
I (-1.02833, 1.93944, -2.37347)
H (2.40947, -1.92620, 0.13873)
H (1.89555, -1.72477, -1.93246)
H (-1.67022, -1.33479, -0.17543)
H (-2.21035, -0.92105, -1.75926)
H (0.35970, 0.91983, 2.23620)

Calculated values
net charge	-1
HOMO energy (spin up / spin down)	-4.587 / -5.249	eV
largest force on an atom	0.0601	hartree/bohr
gap between HOMO and LUMO (spin up / spin down)	6.7 / 8.0	eV
ΔE to the lowest compared entry with this formula, charge and spin	4.403	eV

These are the natural (NBO) partial charges, in e, on atoms 1 to 4: number 1, C, carries -0.365; number 2, C, carries 0.135; number 3, C, carries 0.071; number 4, C, carries 0.665

3.
Computed, not measured: a gas-phase ion, C7H5FNO2 (charge -1), with ωB97M-V with the def2-TZVPD basis set.

CARTESIAN COORDINATES (ANGSTROEM)
O (-2.61015, 1.99666, -0.04251)
N (-1.80907, 1.02614, 0.07489)
O (-2.54346, -0.21300, 0.43732)
C (-1.60048, -1.32920, 0.40751)
F (-1.93327, -2.16595, -0.69901)
C (-0.24499, -0.65682, 0.29144)
C (1.07311, -1.05849, 0.19889)
C (2.13679, -0.24892, -0.14532)
C (1.87832, 1.12257, -0.45243)
C (0.59149, 1.59594, -0.30087)
C (-0.51213, 0.73425, 0.05419)
H (-1.67620, -2.08705, 1.34786)
H (1.14264, -2.16259, 0.33080)
H (3.00546, -0.82232, -0.17362)
H (2.61111, 1.71607, -0.76604)
H (0.49081, 2.55269, -0.56311)

Calculated values
SMILES	[O-]N1O[C@@H](F)c2ccccc21
net charge	-1
HOMO energy	-1.964	eV
largest force on an atom	0.1107	hartree/bohr
gap between HOMO and LUMO	5.8	eV
ΔE to the lowest compared entry with this formula, charge and spin	0.000	eV

These are the natural (NBO) partial charges, in e, on atoms 1 to 4: number 1, O, carries -0.620; number 2, N, carries 0.248; number 3, O, carries -0.422; number 4, C, carries 0.441

4.
Computed, not measured: a gas-phase ion, C7H5N2 (charge +1), with ωB97M-V with the def2-TZVPD basis set.

CARTESIAN COORDINATES (ANGSTROEM)
C (2.30904, -0.72395, 0.08398)
C (1.25526, -1.45165, 0.17833)
C (-0.02394, -0.94559, -0.24684)
C (-1.44612, -1.13451, 0.05436)
C (-1.98720, 0.11245, 0.33807)
N (-1.03780, 1.14907, 0.08565)
C (0.16820, 0.62640, -0.03219)
N (1.29385, 1.26211, -0.08578)
C (2.46082, 0.62582, 0.05673)
H (0.01781, -1.01922, -1.34210)
H (-1.86828, -2.14863, 0.09743)
H (-2.99518, 0.47147, 0.64195)
H (-1.47850, 2.04164, 0.07965)
H (3.33204, 1.13458, 0.09077)

Calculated values
SMILES	C1#C[C@H]2C=C[NH+]=C2N=C1
net charge	+1
HOMO energy	-14.171	eV
largest force on an atom	0.1125	hartree/bohr
gap between HOMO and LUMO	8.0	eV
ΔE to the lowest compared entry with this formula, charge and spin	0.000	eV

These are the natural (NBO) partial charges, in e, on atoms 1 to 4: number 1, C, carries -0.014; number 2, C, carries 0.200; number 3, C, carries -0.422; number 4, C, carries -0.188

5.
Computed, not measured: a molecular structure, C7H5NO, with ωB97M-V with the def2-TZVPD basis set.

CARTESIAN COORDINATES (ANGSTROEM)
C (-2.43971, 1.49671, 1.61489)
C (-1.87418, 0.38585, 0.94184)
C (-0.82044, -0.20159, 0.32128)
C (-0.63703, -1.63682, 0.29460)
C (-3.05638, -0.17041, 1.61096)
C (0.58043, 0.21487, 0.14265)
C (0.82110, -1.34647, 0.14395)
N (-3.14939, 0.74289, 2.58043)
O (-3.77779, 1.04975, 3.61545)
H (-2.93046, 2.37074, 1.11521)
H (0.88425, 0.47617, -0.79181)
H (0.76452, 0.73048, 1.06614)
H (1.52742, -1.73902, 0.87831)
H (1.13071, -1.80439, -0.77982)

Calculated values
HOMO energy (spin up / spin down)	-8.437 / -8.438	eV
largest force on an atom	0.0632	hartree/bohr
gap between HOMO and LUMO (spin up / spin down)	6.7 / 6.7	eV
ΔE to the lowest compared entry with this formula, charge and spin	11.302	eV

These are the natural (NBO) partial charges, in e, on atoms 1 to 4: number 1, C, carries -0.016; number 2, C, carries 0.014; number 3, C, carries -0.179; number 4, C, carries 0.100

6.
Computed, not measured: a single C7H5NO4S molecule, with ωB97M-V with the def2-TZVPD basis set.

CARTESIAN COORDINATES (ANGSTROEM)
C (1.49133, 1.16024, 0.00789)
C (1.56949, -0.22214, 0.02552)
C (0.23063, 1.76996, -0.01180)
C (0.44084, -1.01252, 0.01714)
C (-3.19919, -0.97990, 0.00893)
C (-0.79852, 0.91211, -0.01630)
C (-0.85463, -0.43995, -0.00514)
N (-3.70793, 0.14429, 0.12674)
O (-5.82989, 1.29582, 0.85884)
O (-5.60338, 0.43304, -1.41893)
O (-5.83112, -1.12201, 0.45351)
O (-1.88763, -1.30971, -0.02910)
S (-5.47081, 0.20309, 0.00019)
H (2.37595, 1.77677, 0.01006)
H (2.53757, -0.69953, 0.04738)
H (0.11982, 2.84105, -0.02538)
H (0.49241, -2.09061, 0.02890)
H (-3.78641, -1.89985, -0.06374)

Calculated values
HOMO energy (spin up / spin down)	-8.978 / -8.981	eV
largest force on an atom	0.0491	hartree/bohr
gap between HOMO and LUMO (spin up / spin down)	4.4 / 4.5	eV
ΔE to the lowest compared entry with this formula, charge and spin	2.190	eV

These are the natural (NBO) partial charges, in e, on atoms 1 to 4: number 1, C, carries -0.180; number 2, C, carries -0.182; number 3, C, carries -0.338; number 4, C, carries -0.212

7.
Computed, not measured: a molecular structure, C7H5NO4V, with ωB97M-V with the def2-TZVPD basis set.

CARTESIAN COORDINATES (ANGSTROEM)
V (0.21210, -0.61742, -2.33594)
O (-3.24440, -0.04902, -0.36614)
C (-1.99090, -0.23712, -0.81694)
O (-1.71410, -0.34222, -2.00484)
C (-0.94290, -0.26702, 0.20406)
C (-1.00220, 0.18278, 1.50676)
C (0.21810, 0.33938, 2.17476)
C (1.42330, 0.12828, 1.48726)
C (1.36200, -0.30842, 0.17226)
N (0.18650, -0.61742, -0.39104)
C (2.50990, -0.29192, -0.80704)
O (3.69200, -0.18862, -0.34704)
O (2.14460, -0.34222, -2.03054)
H (-3.75080, -0.04852, -1.20514)
H (-1.94180, 0.45888, 1.96556)
H (0.24080, 0.70658, 3.19646)
H (2.38570, 0.35898, 1.93346)
H (0.21210, 1.13508, -2.33594)

Calculated values
net charge	+2
2S+1	2
HOMO energy (spin up / spin down)	-18.448 / -18.510	eV
largest force on an atom	0.1620	hartree/bohr
gap between HOMO and LUMO (spin up / spin down)	6.3 / 7.3	eV

These are the Löwdin partial charges, in e, on atoms 1 to 4: number 1, V, carries 1.426; number 2, O, carries 0.255; number 3, C, carries -0.357; number 4, O, carries 0.024

8.
Computed, not measured: a gas-phase ion, C7H5O3S (charge -1), with ωB97M-V with the def2-TZVPD basis set.

CARTESIAN COORDINATES (ANGSTROEM)
O (-0.93404, -1.23342, 2.38113)
C (0.05261, -1.42917, 1.69892)
O (0.82109, -2.34592, 1.62652)
C (0.19935, -0.23991, 0.65481)
C (0.41888, 0.93413, 1.32521)
C (0.19415, 2.10070, 0.38927)
C (0.00810, 1.94619, -0.92420)
O (0.02046, 0.77088, -1.60235)
C (-0.05709, -0.39035, -0.83581)
C (-0.11794, -1.63860, -1.49987)
S (-1.83405, -1.22559, -1.06349)
H (0.75769, 1.08537, 2.28958)
H (0.16574, 3.08481, 0.70813)
H (-0.26909, 2.73874, -1.61525)
H (0.14686, -1.62607, -2.55498)
H (0.42729, -2.53181, -0.97761)

Calculated values
SMILES	O=C([O-])C1=CC=CO[C@@]12CS2
net charge	-1
HOMO energy	-3.904	eV
largest force on an atom	0.1258	hartree/bohr
gap between HOMO and LUMO	7.3	eV
ΔE to the lowest compared entry with this formula, charge and spin	2.332	eV

These are the natural (NBO) partial charges, in e, on atoms 1 to 4: number 1, O, carries -0.736; number 2, C, carries 0.760; number 3, O, carries -0.750; number 4, C, carries -0.089

Question: Look up the largest force on an atom of the fourth one.
Answer: 0.1125 hartree/bohr

Question: Number 7 is which compound?
Answer: C7H5NO4V